[1]
57
Properties=species:S:1:pos:R:3:mulliken_charge:R:1 method="wB97M-V/def2-TZVPD" homo_ev=-14.040 total_charge=+2 energy_ha=-2915.1739
Lu 0.29103 -0.30531 0.20757 1.426
Cl -1.59120 -6.93997 2.12834 -0.160
C -1.48788 -5.31661 1.57680 0.006
C -2.30174 -4.88852 0.51116 -0.473
C -2.24025 -3.59686 0.04756 -0.458
C -1.35841 -2.66084 0.60642 0.395
O -1.30396 -1.43396 0.13069 -0.760
C -0.53241 -3.09374 1.70292 0.956
C 0.36169 -2.23573 2.38743 -0.024
O 0.66401 -1.05075 2.06008 -0.623
C -0.63271 -4.43154 2.16555 -0.997
H -2.99263 -5.58927 0.06045 0.468
H -2.87916 -3.26888 -0.76185 0.494
H 0.83421 -2.63392 3.28988 0.454
H -0.01091 -4.74856 2.99415 0.421
C 2.08608 4.10813 2.29663 -1.063
N 0.86252 4.03933 1.51239 0.068
C -0.13530 5.10469 1.66308 -0.620
C -1.39578 4.52291 1.01025 -0.654
N -1.01670 3.13054 0.78425 0.085
C -1.84459 2.20532 0.05633 -1.228
C 0.31058 2.94475 0.96867 0.557
N 0.86809 1.80519 0.60323 -0.257
C 2.33076 1.66106 0.47422 -1.162
C 2.67499 1.10354 -0.91388 -0.718
N 2.10981 -0.24713 -1.14646 -0.396
C 2.53886 -0.93422 -2.19797 0.441
N 2.12415 -2.21341 -2.38507 0.126
C 1.05549 -2.83315 -1.65441 -1.276
C 2.53312 -2.73368 -3.68457 -0.645
C 3.58412 -1.71524 -4.11281 -0.768
N 3.35803 -0.58091 -3.20674 0.030
C 4.27731 0.53831 -3.37702 -0.962
H 1.88352 4.66206 3.21242 0.356
H 2.88079 4.62731 1.75934 0.334
H 2.42193 3.11303 2.57737 0.419
H 0.20431 6.01323 1.16762 0.354
H -0.28587 5.32967 2.71990 0.394
H -1.62528 5.01576 0.06300 0.315
H -2.27149 4.58980 1.65392 0.388
H -2.84968 2.61167 -0.01423 0.385
H -1.93275 1.25161 0.59349 0.444
H -1.47796 2.03646 -0.96501 0.346
H 2.72246 0.98859 1.24702 0.077
H 2.84325 2.61668 0.55291 0.617
H 3.76020 1.08452 -0.99567 0.634
H 2.26007 1.79809 -1.64995 0.391
H 1.22594 -2.74144 -0.57549 0.511
H 1.06065 -3.89657 -1.88324 0.343
H 0.06755 -2.44090 -1.92924 0.416
H 1.68916 -2.76326 -4.37869 0.356
H 2.94081 -3.73776 -3.58205 0.370
H 3.45328 -1.38938 -5.14302 0.421
H 4.60256 -2.09209 -3.99523 0.369
H 4.55908 0.56700 -4.42722 0.324
H 5.19060 0.40743 -2.79232 0.360
H 3.82134 1.49212 -3.14202 0.392


[2]
41
Properties=species:S:1:pos:R:3:mulliken_charge:R:1 method="wB97M-V/def2-TZVPD" homo_ev=-9.127 energy_ha=-2223.5699 smiles="Cc1ccc(C(=O)N[C@H](NC[C@@H]2CCCO2)C(Cl)(Cl)Cl)cc1"
C 6.32198 2.54613 -0.13265 -1.398
C 5.12490 1.65268 -0.23273 0.946
C 5.20569 0.41204 -0.85369 -0.582
C 4.09199 -0.39783 -0.95878 -0.709
C 2.87098 0.00693 -0.42757 0.464
C 2.78012 1.25496 0.18292 -0.594
C 3.89584 2.06438 0.27288 -0.738
H 3.81508 3.03420 0.74299 0.390
H 1.83351 1.61483 0.56023 0.463
C 1.71182 -0.91185 -0.56701 0.550
O 1.58088 -1.68453 -1.49323 -0.640
N 0.80578 -0.84756 0.45171 -0.091
H 0.93441 -0.20106 1.21278 0.361
C -0.39407 -1.64318 0.45432 -1.408
N -1.54197 -0.81812 0.61962 -0.102
H -1.77132 -0.63540 1.58813 0.344
C -2.71807 -1.10830 -0.17889 -0.803
C -3.95515 -0.45292 0.45184 0.121
C -5.18846 -0.57427 -0.47282 -0.849
H -6.00393 -1.09856 0.02015 0.352
C -5.55647 0.88012 -0.79220 -0.515
H -5.82994 1.02652 -1.83413 0.306
C -4.27758 1.63236 -0.41482 -0.432
H -4.44987 2.66057 -0.09652 0.352
O -3.75475 0.92657 0.68899 -0.448
H -3.56241 1.62878 -1.24932 0.249
H -6.37969 1.21296 -0.16068 0.251
H -4.92627 -1.12137 -1.37747 0.354
H -4.12644 -0.91066 1.43341 0.492
H -2.54884 -0.69884 -1.18068 0.197
H -2.91419 -2.18535 -0.27154 0.366
C -0.24881 -2.73054 1.55958 0.770
Cl 1.21451 -3.69934 1.29530 -0.136
Cl -0.12904 -1.94414 3.15272 -0.168
Cl -1.65733 -3.80540 1.57621 -0.139
H -0.42113 -2.14946 -0.52085 0.634
H 4.14893 -1.35852 -1.44766 0.447
H 6.14971 0.07978 -1.26074 0.333
H 6.35067 3.04701 0.83280 0.367
H 6.27728 3.31391 -0.90557 0.281
H 7.24165 1.98249 -0.26702 0.361


[3]
10
Properties=species:S:1:pos:R:3:mulliken_charge:R:1 method="wB97M-V/def2-TZVPD" homo_ev=-10.811 energy_ha=-842.8702 smiles="CS(=O)(=O)N(F)F"
C 0.63023 -1.24261 0.22003 -0.976
N 0.03847 1.55368 -0.79834 0.125
O 0.14216 0.85346 1.68925 -0.552
O -1.77377 -0.02895 0.29032 -0.540
F -0.01535 1.06181 -2.02822 -0.132
F -1.17827 2.20213 -0.62566 -0.172
S -0.39467 0.23503 0.52729 1.140
H 0.60177 -1.76671 1.10942 0.387
H 0.30671 -1.93691 -0.50228 0.368
H 1.64271 -0.93094 0.11818 0.351